Molecular formula: C4H9NO6S
Method: DFT, ωB97M-V with the def2-TZVPD basis set

## Properties
* net charge: 0
* E: -1062.11388 hartree
* HOMO: -9.79 eV
* maximum force: 0.078 hartree/bohr
* multiplicity: 1
* relative energy (zero: lowest compared OMol25 entry of this formula, charge and spin): 42.25 kcal per mole

```
21
Properties=species:S:1:pos:R:3:nbo_charge:R:1
C 0.38 2.05 3.34 1.05
C -1.63 0.55 -2.81 -0.61
C -0.86 0.84 -1.46 -0.08
C 1.47 0.55 0.94 -0.03
N 2.17 -0.53 1.06 -0.76
O -0.06 3.09 3.38 -0.49
O 0.77 0.97 3.43 -0.54
O -0.56 -1.44 1.40 -0.94
O -1.26 0.95 1.32 -0.92
O 1.07 -2.77 -0.32 -1.01
O -0.50 -0.31 -0.72 -0.71
S -0.34 -0.10 0.89 2.19
H -1.27 -0.33 -3.27 0.21
H -2.61 0.26 -2.63 0.21
H -1.57 1.36 -3.44 0.21
H -1.47 1.54 -0.91 0.21
H 0.10 1.34 -1.83 0.17
H 3.23 -0.64 1.24 0.43
H 0.41 -2.39 0.26 0.49
H 1.70 -1.50 1.05 0.43
H 0.83 -3.49 -0.93 0.50
```

---

Molecular formula: C14H33BrNO6S4
Method: DFT, ωB97M-V with the def2-TZVPD basis set

## Properties
* net charge: -1
* E: -5226.04363 hartree
* HOMO: -2.18 eV
* maximum force: 0.038 hartree/bohr
* multiplicity: 1

```
59
Properties=species:S:1:pos:R:3:nbo_charge:R:1
N -2.52 3.07 2.00 -0.89
C -2.93 3.27 0.64 0.72
O -4.08 3.56 0.39 -0.59
C -1.89 3.06 -0.41 -0.53
C -1.25 4.37 -0.90 -0.41
C -0.83 5.39 0.16 -0.62
C 0.65 5.42 0.33 -0.55
C 1.28 4.09 0.81 0.58
O 0.74 3.24 1.46 -0.57
Br 3.21 3.71 0.31 -0.22
H -2.12 3.95 2.34 0.39
H -1.71 2.47 1.96 0.37
H -1.15 2.36 -0.05 0.20
H -2.38 2.57 -1.25 0.21
H -0.35 4.07 -1.44 0.18
H -1.93 4.80 -1.63 0.19
H -1.22 5.13 1.14 0.11
H 0.89 6.12 1.12 0.23
H 1.17 5.77 -0.55 0.21
C 5.12 -0.02 -1.58 -0.84
S 5.25 1.54 -2.46 1.26
O 3.87 1.98 -2.72 -0.98
C 5.86 0.83 -4.01 -0.84
H 4.72 0.19 -0.60 0.25
H 4.45 -0.68 -2.13 0.24
H 6.11 -0.48 -1.48 0.22
H 5.15 0.09 -4.37 0.23
H 6.84 0.38 -3.84 0.22
H 5.95 1.64 -4.73 0.23
C 0.73 -0.94 -1.78 -0.83
S 2.15 -1.82 -1.13 1.25
O 2.63 -2.74 -2.20 -1.00
C 1.24 -2.82 0.06 -0.83
H 1.08 -0.29 -2.57 0.25
H 0.00 -1.66 -2.17 0.23
H 0.28 -0.34 -0.99 0.24
H 0.48 -3.41 -0.47 0.22
H 0.77 -2.16 0.79 0.24
H 1.94 -3.48 0.56 0.24
C -5.21 0.66 -0.01 -0.82
S -5.56 -1.10 -0.07 1.24
O -4.64 -1.70 -1.07 -0.99
C -7.16 -0.94 -0.87 -0.83
H -4.22 0.80 0.42 0.25
H -5.23 1.08 -1.02 0.24
H -5.95 1.15 0.62 0.24
H -7.04 -0.42 -1.82 0.23
H -7.84 -0.39 -0.22 0.22
H -7.55 -1.94 -1.04 0.23
C 2.31 -6.53 4.20 -0.83
S 1.74 -5.45 2.88 1.26
O 2.00 -4.06 3.31 -0.98
C -0.02 -5.75 3.14 -0.83
H 3.39 -6.45 4.24 0.24
H 1.88 -6.20 5.15 0.23
H 2.02 -7.55 3.98 0.22
H -0.29 -5.49 4.16 0.23
H -0.23 -6.81 2.95 0.22
H -0.57 -5.13 2.44 0.25
```

---

Molecular formula: C11H10ClNSV
Method: DFT, ωB97M-V with the def2-TZVPD basis set

## Properties
* net charge: -2
* expectation value of S²: 3.770
* E: -2282.14099 hartree
* HOMO (spin up / spin down): -0.08 / -0.14 eV
* maximum force: 0.264 hartree/bohr
* multiplicity: 4
* relative energy (zero: lowest compared OMol25 entry of this formula, charge and spin): 107.11 kcal per mole

```
25
Properties=species:S:1:pos:R:3:mulliken_spin:R:1
C 0.89 -1.99 2.44 0.02
C 0.95 -2.02 1.04 0.04
C -0.39 -2.00 0.54 -0.06
H 1.87 -2.09 0.44 0.03
C -1.27 -1.93 1.63 0.09
C -0.49 -1.97 2.81 -0.13
H -0.89 -1.92 3.85 -0.01
H 1.74 -1.97 3.15 0.01
H -0.68 -2.03 -0.52 0.03
H -2.38 -1.90 1.60 0.02
V -0.01 -0.16 1.62 2.91
Cl 0.90 1.59 3.13 0.02
C 0.11 2.91 -3.14 0.00
C -1.10 2.28 -3.47 0.00
C -0.80 1.06 -4.11 0.00
H -2.13 2.68 -3.28 0.00
C 0.60 0.94 -4.17 0.00
C 1.16 2.08 -3.57 0.00
H 2.25 2.30 -3.45 0.00
H 0.21 3.90 -2.62 0.00
H -1.54 0.32 -4.51 0.00
H 1.17 0.09 -4.62 0.00
S 0.00 0.00 6.47 0.02
C -0.05 -0.11 4.99 0.02
N -0.13 -0.06 3.75 -0.01
```

---

Molecular formula: C22H14F5N2O2RhSe
Method: DFT, ωB97M-V with the def2-TZVPD basis set

## Properties
* net charge: 0
* E: -4118.01877 hartree
* HOMO: -7.86 eV
* maximum force: 0.042 hartree/bohr
* multiplicity: 1
* relative energy (zero: lowest compared OMol25 entry of this formula, charge and spin): 0.00 kcal per mole

```
47
Properties=species:S:1:pos:R:3:nbo_charge:R:1
Rh 0.49 0.00 0.13 0.97
O 2.31 0.78 0.44 -0.69
C 3.01 0.87 1.53 0.41
C 4.39 1.18 1.41 -0.23
C 5.17 1.36 2.52 -0.17
C 4.64 1.22 3.82 -0.28
C 3.32 0.88 3.96 -0.13
C 2.49 0.68 2.83 -0.25
C 1.15 0.29 3.07 0.20
N 0.23 0.11 2.18 -0.49
C -1.11 -0.30 2.62 -0.24
C -1.76 -1.06 1.49 -0.23
N -1.50 -0.34 0.25 -0.45
C -2.30 0.57 -0.15 0.16
C -2.07 1.40 -1.30 -0.22
C -3.08 2.33 -1.66 -0.14
C -2.94 3.15 -2.74 -0.29
C -1.76 3.04 -3.51 -0.15
C -0.77 2.15 -3.20 -0.29
C -0.88 1.31 -2.06 0.40
O 0.09 0.48 -1.81 -0.68
H 4.79 1.29 0.42 0.22
H 6.21 1.61 2.40 0.21
H 5.27 1.37 4.69 0.22
H 2.90 0.76 4.95 0.21
H 0.88 0.13 4.12 0.18
H -1.07 -0.93 3.51 0.21
H -1.69 0.60 2.86 0.20
H -1.27 -2.02 1.41 0.22
H -2.82 -1.22 1.66 0.20
H -3.23 0.72 0.39 0.18
H -3.98 2.37 -1.06 0.20
H -3.71 3.86 -3.01 0.22
H -1.64 3.68 -4.38 0.21
H 0.13 2.07 -3.79 0.23
F -1.85 -7.13 -0.34 -0.28
C -1.17 -5.98 -0.34 0.28
C -0.90 -5.34 0.85 0.30
F -1.33 -5.86 2.00 -0.29
C -0.18 -4.16 0.84 0.31
F 0.09 -3.60 2.02 -0.31
C 0.29 -3.59 -0.34 -0.36
Se 1.49 -2.11 -0.38 0.18
C -0.02 -4.26 -1.52 0.35
F 0.38 -3.78 -2.70 -0.28
C -0.73 -5.44 -1.53 0.26
F -1.00 -6.07 -2.68 -0.28
```

---

Molecular formula: C34H51N6OPTl
Method: DFT, ωB97M-V with the def2-TZVPD basis set

## Properties
* net charge: -1
* E: -2243.70195 hartree
* HOMO: -1.94 eV
* maximum force: 0.077 hartree/bohr
* multiplicity: 1

```
94
Properties=species:S:1:pos:R:3:lowdin_charge:R:1
Tl -0.31 0.09 -0.17 0.94
N 0.46 -2.44 1.10 0.05
N 1.33 -2.97 -1.91 -0.10
C 2.81 1.50 -0.46 -0.29
C 3.54 0.31 -0.19 -0.25
C 3.34 -0.04 1.18 -0.26
C 3.88 -1.22 1.88 -0.08
H 4.79 -1.58 1.39 0.06
H 3.15 -2.04 1.90 0.06
H 4.12 -0.96 2.92 0.06
C 2.47 0.92 1.74 -0.29
C 1.91 0.92 3.11 -0.08
H 2.18 1.85 3.65 0.07
H 2.30 0.08 3.69 0.06
H 0.81 0.85 3.08 0.03
C 2.15 1.88 0.74 -0.34
C 1.25 3.03 0.94 -0.11
H 0.25 2.72 1.28 0.03
H 1.13 3.60 0.01 0.06
H 1.66 3.71 1.70 0.07
C 4.28 -0.49 -1.17 -0.09
H 5.06 -1.11 -0.70 0.06
H 4.74 0.15 -1.93 0.06
H 3.57 -1.18 -1.68 0.01
C 2.70 2.20 -1.76 -0.08
H 1.84 1.85 -2.35 0.06
H 3.60 2.04 -2.37 0.07
H 2.58 3.28 -1.59 0.06
C -0.44 -2.60 2.09 -0.19
H -0.51 -1.80 2.84 0.09
C -1.27 -3.72 2.22 -0.12
H -1.99 -3.76 3.04 0.08
C -1.19 -4.74 1.26 -0.10
H -1.87 -5.59 1.27 0.09
C -0.17 -4.66 0.32 -0.06
H 0.02 -5.44 -0.42 0.10
C 0.69 -3.52 0.30 -0.33
C 1.74 -3.39 -0.67 -0.18
H 2.74 -3.11 -0.37 0.07
C 1.88 -1.96 -2.67 -0.01
C 0.18 -3.49 -2.58 -0.05
H -0.41 -4.29 -2.17 0.09
C 0.01 -2.75 -3.67 -0.10
H -0.70 -2.88 -4.46 0.10
N 0.97 -1.73 -3.65 -0.05
C 0.92 -0.55 -4.44 -0.12
C 2.15 -0.02 -4.88 -0.20
C 2.15 1.24 -5.49 -0.01
H 3.11 1.66 -5.81 0.12
C 0.96 1.94 -5.72 -0.28
C 0.96 3.26 -6.42 -0.07
H 0.93 4.09 -5.69 0.08
H 0.07 3.36 -7.05 0.07
H 1.85 3.39 -7.04 0.07
C -0.23 1.39 -5.25 -0.02
H -1.15 1.97 -5.38 0.11
C -0.28 0.16 -4.59 -0.20
C -1.57 -0.26 -3.98 -0.06
H -1.87 -1.27 -4.26 0.06
H -2.35 0.42 -4.34 0.07
H -1.58 -0.19 -2.88 0.02
C 3.41 -0.78 -4.71 -0.06
H 3.43 -1.71 -5.29 0.09
H 3.58 -1.05 -3.66 0.03
H 4.25 -0.16 -5.04 0.07
C -3.16 2.73 1.16 -0.09
N -3.41 2.11 2.46 -0.30
C -4.73 2.37 3.06 -0.10
P -2.48 0.83 2.93 0.53
O -1.24 0.79 2.09 -0.47
N -2.25 1.05 4.57 -0.30
C -1.52 0.00 5.30 -0.09
C -1.83 2.40 4.97 -0.10
N -3.29 -0.62 2.92 -0.28
C -3.58 -1.24 1.61 -0.11
C -4.29 -0.94 3.93 -0.13
H -4.10 3.17 0.80 0.08
H -2.82 1.99 0.41 0.05
H -2.39 3.52 1.22 0.09
H -5.17 3.21 2.50 0.08
H -5.40 1.51 2.98 0.07
H -4.64 2.66 4.11 0.08
H -0.49 -0.13 4.93 0.08
H -1.48 0.30 6.36 0.09
H -2.04 -0.97 5.24 0.07
H -0.76 2.57 4.74 0.09
H -2.43 3.14 4.44 0.07
H -1.98 2.52 6.05 0.08
H -2.69 -1.24 0.96 0.03
H -3.86 -2.29 1.78 0.09
H -4.39 -0.73 1.07 0.09
H -4.15 -1.97 4.27 0.08
H -4.19 -0.29 4.80 0.07
H -5.31 -0.83 3.52 0.08
```

---

Molecular formula: H4N
Method: DFT, ωB97M-V with the def2-TZVPD basis set

## Properties
* net charge: +1
* E: -56.87636 hartree
* HOMO: -25.00 eV
* SMILES: [NH4+]
* maximum force: 0.047 hartree/bohr
* multiplicity: 1
* relative energy (zero: lowest compared OMol25 entry of this formula, charge and spin): 4.36 kcal per mole

```
5
Properties=species:S:1:pos:R:3:nbo_charge:R:1
N -0.01 0.01 0.04 -0.84
H 0.00 -0.56 -0.77 0.45
H 0.25 -0.52 0.88 0.47
H 0.70 0.64 -0.21 0.45
H -0.87 0.59 0.14 0.47
```